*w*
The following is a quantum chemistry calculation of 19 unconnected molecules or ions with the total composition H38O19, from the Open Molecules 2025 dataset.

Each line ends with the natural charge from an NBO analysis.
Cartesian coordinates (Å):
1 O 2.42555 1.22606 -0.98777  -0.965
2 H 3.03292 1.86004 -1.50359  0.421
3 H 3.20673 0.61027 -1.18246  0.497
4 O 4.47899 -0.33590 -1.17871  -0.955
5 H 4.00127 -1.08996 -0.78380  0.499
6 H 4.83023 -0.94764 -1.99543  0.488
7 O -2.66830 -2.65822 0.73511  -0.972
8 H -1.99563 -2.03279 0.33281  0.494
9 H -2.19627 -3.18483 1.37682  0.465
10 O 0.06394 2.28545 0.68758  -0.962
11 H -0.01923 2.72935 -0.16199  0.485
12 H 0.89053 2.37038 0.94171  0.465
13 O 2.03930 -2.44569 -3.09235  -0.970
14 H 1.66645 -1.56610 -2.72764  0.489
15 H 1.70081 -2.55243 -3.96870  0.479
16 O -1.27497 1.20727 3.39295  -0.935
17 H -0.91789 0.32865 3.46066  0.441
18 H -1.08880 1.47688 2.50561  0.488
19 O -4.47216 -0.18579 -0.70953  -0.948
20 H -5.18608 -0.54330 -1.22257  0.468
21 H -3.76008 -0.79945 -0.78855  0.480
22 O -1.12523 -0.90450 -0.87376  -0.957
23 H -0.38196 -0.84545 -0.26501  0.478
24 H -0.70164 -0.58439 -1.62963  0.492
25 O -0.61804 -0.99492 5.10860  -0.937
26 H -1.31379 -0.67492 4.59999  0.472
27 H -0.64131 -1.92937 4.73223  0.479
28 O 2.99050 -1.65917 0.53867  -1.041
29 H 2.91974 -1.33339 1.46631  0.544
30 H 3.04954 -2.50570 0.10649  0.524
31 O -0.02419 -4.89618 1.03073  -0.924
32 H -0.94565 -4.87345 1.42523  0.468
33 H -0.00775 -4.54443 0.25201  0.458
34 O 2.89072 3.06861 0.76984  -0.959
35 H 3.02983 3.00432 -0.26614  0.476
36 H 2.77415 2.12713 1.16575  0.480
37 O -0.32632 3.76680 -2.77981  -0.951
38 H -1.21763 3.72683 -3.11615  0.483
39 H -0.28901 4.44455 -2.20966  0.471
40 O 2.08600 -0.19514 4.76709  -0.942
41 H 2.22895 0.44749 4.15844  0.446
42 H 1.16564 -0.15415 4.89392  0.488
43 O -1.61645 2.03446 -1.15485  -0.956
44 H -0.81616 1.72749 -1.66725  0.479
45 H -1.69952 1.55487 -0.41178  0.481
46 O -3.73397 2.13249 1.08548  -0.931
47 H -3.43764 2.40381 0.24813  0.469
48 H -4.48114 1.70242 1.01250  0.464
49 O 1.47831 1.34936 -3.86855  -0.977
50 H 0.70242 1.83273 -4.19225  0.483
51 H 1.98680 1.93013 -3.23165  0.500
52 O -0.03454 -0.96007 -4.06235  -0.952
53 H 0.32642 -0.09776 -4.27304  0.484
54 H -0.30401 -1.24051 -4.85190  0.460
55 O -2.70729 -1.56669 3.17959  -0.970
56 H -3.44453 -2.04567 2.78179  0.487
57 H -2.51856 -0.99987 2.40082  0.481

## Properties
highest occupied orbital energy = -0.402 Eh
charge = 0
frontier orbital gap = 10.47 eV



*x*
The following is a quantum chemistry calculation of 19 unconnected molecules or ions with the total composition H38O19, from the Open Molecules 2025 dataset.

Each line ends with the natural charge from an NBO analysis.
Cartesian coordinates (Å):
1 O -1.93129 3.23923 2.91300  -0.963
2 H -1.28710 2.71659 2.42167  0.478
3 H -2.60948 3.42082 2.25854  0.472
4 O -0.50008 -1.63528 1.74209  -0.987
5 H 0.25166 -1.16411 1.39309  0.487
6 H -0.96023 -2.30121 1.25046  0.502
7 O 4.00669 0.34567 -1.10133  -0.963
8 H 4.55157 0.76449 -1.78778  0.481
9 H 3.08504 0.54070 -1.24442  0.478
10 O 0.63819 -1.03800 -4.82418  -0.957
11 H 0.66066 -1.96222 -5.08161  0.488
12 H -0.20475 -0.70845 -5.18000  0.479
13 O -4.44784 -1.42821 2.17324  -0.949
14 H -3.94760 -1.05513 2.89395  0.459
15 H -3.90073 -1.98165 1.61204  0.492
16 O -3.88314 0.86137 -2.34159  -0.978
17 H -3.34375 0.11096 -2.11104  0.489
18 H -3.67550 1.72656 -1.99993  0.490
19 O 3.54932 0.11773 1.92196  -0.984
20 H 3.90928 -0.75434 2.04518  0.484
21 H 3.29059 0.41231 1.05291  0.498
22 O -3.35319 0.85811 1.33789  -0.980
23 H -3.46334 0.49443 2.20886  0.475
24 H -4.14234 0.68286 0.76802  0.505
25 O -0.68391 1.64459 0.96634  -1.009
26 H -1.28935 1.03088 1.44438  0.514
27 H -1.02302 1.81218 0.06874  0.504
28 O 1.79571 -2.96969 -1.88952  -0.932
29 H 1.05179 -2.35337 -2.05199  0.463
30 H 2.32804 -2.57850 -2.60627  0.476
31 O -3.41325 -3.98974 0.70559  -0.955
32 H -3.70952 -3.55655 -0.11120  0.474
33 H -2.61572 -4.48859 0.46547  0.486
34 O -0.22581 -3.84284 0.10673  -0.972
35 H 0.24583 -3.24092 0.67689  0.476
36 H 0.00531 -4.76508 0.26148  0.492
37 O 2.04782 2.46762 1.93270  -0.953
38 H 1.77450 3.26424 2.39506  0.471
39 H 1.38293 1.83489 2.21479  0.486
40 O 1.83335 0.75632 -3.08384  -0.962
41 H 1.61285 0.44918 -2.17586  0.467
42 H 1.07542 0.35394 -3.54708  0.469
43 O -0.99583 0.82464 -1.86624  -0.944
44 H -0.32450 1.36955 -1.43510  0.470
45 H -0.67980 0.79406 -2.77082  0.473
46 O -0.42475 3.96813 -0.42805  -0.947
47 H 0.35248 3.95596 0.15269  0.474
48 H -0.57220 4.91453 -0.24152  0.474
49 O 1.50260 -0.36166 -0.49912  -1.016
50 H 1.04088 0.27653 0.06296  0.511
51 H 1.43300 -1.33793 -0.35295  0.520
52 O 3.36496 4.07072 -0.39739  -0.944
53 H 2.96759 3.81941 0.46598  0.473
54 H 3.51008 3.18760 -0.75668  0.468
55 O 1.79986 -3.32220 3.43008  -0.936
56 H 1.44660 -2.43604 3.53575  0.477
57 H 1.09343 -3.81508 3.00696  0.461

## Properties
highest occupied orbital energy = -0.402 Eh
charge = 0
frontier orbital gap = 10.47 eV



What should be chosen as the least stable of them? Choose *w*.



*w*
The following is a quantum chemistry calculation of 2 unconnected molecules or ions with the total composition C6H8N3O2, from the Open Molecules 2025 dataset.

Each line ends with the natural charge from an NBO analysis.
Cartesian coordinates (Å):
1 C -2.22755 1.25765 -0.35762  0.533
2 C 2.36409 -0.18364 -0.42613  0.344
3 C 0.78873 0.73255 1.03222  -0.321
4 C 1.22954 0.07302 -1.28980  -0.567
5 C -2.47479 -1.82687 0.49106  0.029
6 C 0.19067 0.59845 -0.28559  0.378
7 N -0.93914 0.86033 -0.70797  -0.460
8 N 2.10821 0.10274 0.80829  -0.406
9 N -1.38862 -1.82235 0.17928  0.185
10 O -2.62683 2.29838 0.06614  -0.500
11 O -0.23171 -1.86648 -0.11735  -0.480
12 H -2.83950 0.32030 -0.55671  0.118
13 H 0.82598 -0.84695 -1.61649  0.317
14 H 3.35170 -0.63835 -0.64754  0.258
15 H 0.90102 1.75477 1.32645  0.266
16 H 0.26357 0.10711 1.79574  0.267
17 H 1.32141 0.76784 -2.02162  0.288
18 H -3.49246 -2.04253 0.89742  0.299
19 H 2.87568 0.35403 1.43021  0.450

## Properties
highest occupied orbital energy = -0.490 Eh
charge = +1
frontier orbital gap = 8.40 eV



*x*
The following is a quantum chemistry calculation of a molecular structure, C6H8N3O2, from the Open Molecules 2025 dataset.

Each line ends with the natural charge from an NBO analysis.
Cartesian coordinates (Å):
1 C -2.30966 0.05428 0.28981  0.134
2 C -1.25898 -0.44625 1.05194  0.209
3 C 0.47532 -0.34695 0.58926  0.237
4 C 0.37434 -0.48308 -1.86612  -0.599
5 C 0.60493 1.75925 -0.69948  -0.602
6 C 0.95698 0.26987 -0.66947  -0.290
7 N -3.15849 0.47578 -0.35420  -0.071
8 N -1.22496 -1.05866 2.17877  -0.061
9 N 1.12794 -0.89688 1.52465  0.350
10 O 2.20440 -1.16899 1.86849  -0.163
11 O -0.08643 -1.41310 2.67340  -0.260
12 H 0.59840 -1.54530 -1.81119  0.228
13 H 0.81202 -0.09268 -2.78049  0.251
14 H -0.70167 -0.34830 -1.92211  0.215
15 H -0.46379 1.90834 -0.83862  0.218
16 H 1.12599 2.22671 -1.53010  0.251
17 H 0.91808 2.26121 0.21207  0.228
18 H 2.04776 0.15764 -0.66807  0.259
19 H -2.04217 -1.31289 2.75143  0.465

## Properties
highest occupied orbital energy = -0.558 Eh
charge = +1
frontier orbital gap = 9.14 eV



What should be chosen as the least stable of them? Choose *x*.



*w*
The following is a quantum chemistry calculation of a molecular structure, C9H14N3, from the Open Molecules 2025 dataset.

Each line ends with the natural charge from an NBO analysis.
Cartesian coordinates (Å):
1 C -1.61436 -0.91319 -1.55357  0.061
2 C -0.52414 1.19468 1.01505  0.211
3 C -2.25599 -1.34601 -2.60471  -0.255
4 C -1.32024 2.28286 0.94137  -0.399
5 C -0.50340 0.10216 -1.28860  -0.308
6 C 0.52738 0.62177 1.98626  -0.471
7 C 1.08743 -0.09306 0.73991  0.164
8 C 2.12272 0.82838 0.06440  -0.624
9 C 1.47357 -1.57888 0.74822  -0.643
10 N -1.90097 -1.48565 -0.31878  -0.036
11 N -1.33084 -1.22253 0.66929  0.176
12 N -0.17847 0.12529 0.02797  -0.300
13 H -3.05252 -2.01903 -2.55634  0.249
14 H -1.77215 -1.16183 -3.59019  0.238
15 H -1.99206 2.25118 0.12859  0.216
16 H -1.31962 2.99535 1.74118  0.255
17 H 0.32623 -0.11955 -2.05622  0.276
18 H -1.01334 0.98344 -1.68775  0.267
19 H 1.14776 1.44672 2.57486  0.259
20 H -0.02933 0.07001 2.72141  0.254
21 H 2.43324 0.37687 -0.90354  0.219
22 H 2.99326 0.68458 0.61352  0.239
23 H 1.89378 1.82065 0.08082  0.231
24 H 2.27938 -1.74955 1.47068  0.252
25 H 1.91734 -1.81735 -0.14321  0.224
26 H 0.60530 -2.27731 1.17937  0.245

## Properties
highest occupied orbital energy = -0.492 Eh
charge = +1
frontier orbital gap = 8.88 eV



*x*
The following is a quantum chemistry calculation of a molecular structure, C9H14N3, from the Open Molecules 2025 dataset.

Each line ends with the natural charge from an NBO analysis.
Cartesian coordinates (Å):
1 C 1.27931 0.52164 1.58914  -0.126
2 C -0.04519 -0.74777 -0.79190  -0.290
3 C -0.45718 -0.92615 2.76065  -0.031
4 C 0.24500 -0.32799 1.64156  -0.109
5 C -0.32769 -1.03055 0.47957  0.121
6 C 1.97898 0.82922 0.29695  -0.498
7 C 1.10374 0.77021 -0.92536  -0.036
8 C -1.91112 -2.98703 0.33574  -0.412
9 C -0.20664 2.32007 -2.37259  -0.422
10 N -1.24793 -1.85664 2.35740  -0.145
11 N -1.19903 -1.94429 1.01554  -0.233
12 N 0.15311 1.91782 -0.99809  -0.520
13 H 1.70071 0.92780 2.49404  0.235
14 H -0.30447 -1.19782 -1.72174  0.232
15 H -0.34058 -0.68226 3.79609  0.228
16 H 2.47486 1.80441 0.35957  0.229
17 H 2.77405 0.08339 0.17517  0.274
18 H 1.64852 0.66385 -1.85654  0.237
19 H -1.24387 -3.81437 0.07667  0.210
20 H -2.68204 -3.35671 1.01076  0.247
21 H -2.37749 -2.60169 -0.57157  0.208
22 H 0.66650 2.73396 -2.87735  0.235
23 H -0.55933 1.45181 -2.92804  0.240
24 H -0.99292 3.07354 -2.35547  0.242
25 H -0.69701 1.64947 -0.48142  0.454
26 H 0.56771 2.72609 -0.50876  0.430

## Properties
highest occupied orbital energy (alpha / beta) = -0.410 / -0.410 Eh
charge = +1
frontier orbital gap (alpha / beta) = 7.63 / 7.63 eV



What should be chosen as the least stable of them? Choose *w*.